Entry 1:
C33H46NP3V as an isolated structure, computed with ωB97M-V/def2-TZVPD.

relative energy (zero: lowest compared OMol25 entry of this formula, charge and spin)	5.694	eV
2S+1	4
orbital gap (spin up / spin down)	0.1582 / 0.1721	Ha
strongest force on any atom	0.1174	hartree/bohr

Cartesian coordinates (Å):
P 0.9222 2.3025 0.2084
P -1.1695 3.3697 -2.3227
C 1.0417 3.8227 -0.8519
C -0.3122 4.4354 -1.1558
H 1.5908 3.5667 -1.7690
H 1.6473 4.5396 -0.2925
H -0.9335 4.6203 -0.2621
H -0.1895 5.3984 -1.6735
C -0.7475 3.9808 -3.9700
H -0.8580 3.1901 -4.7165
H 0.2849 4.3491 -3.9974
H -1.4176 4.8049 -4.2417
C -2.9452 3.6641 -2.1678
H -3.2329 4.4258 -2.9069
H -3.1983 4.0560 -1.1742
H -3.5298 2.7609 -2.3685
C 2.7467 1.9886 -0.1173
H 3.3023 1.4293 0.6729
H 3.1996 2.9731 -0.2446
H 2.8216 1.4433 -1.0648
C 1.0294 3.2867 1.8099
H 0.0276 3.4791 2.2031
H 1.4678 4.2613 1.5565
H 1.6554 2.8248 2.6039
V 1.8221 1.0897 1.8194
C -2.9701 -0.5433 -0.4211
C -3.3717 -0.2986 -1.6966
C -2.8520 0.1755 -3.0301
C -1.3984 0.5234 -3.3659
C -0.7589 1.5966 -2.4467
C -0.8909 1.2070 -1.0652
C -1.8952 1.6701 -0.0985
C -2.4657 0.4354 0.6131
C 1.2070 1.0241 3.8625
H -3.2855 -1.4996 0.0348
H -4.4089 -0.6299 -1.8838
H -3.4618 1.0378 -3.3455
H -3.1122 -0.6347 -3.7386
H -0.7964 -0.3947 -3.3414
H -1.3371 0.8871 -4.4021
H 0.3054 1.6547 -2.7548
H -0.4677 0.2281 -0.8322
H -2.7474 2.1904 -0.5379
H -1.4562 2.3680 0.6491
H -1.6872 -0.0294 1.2388
H -3.2694 0.7584 1.2989
H 1.1888 -0.0476 4.1201
H 0.1904 1.4678 3.8374
H 1.8856 1.6086 4.5061
N 0.8315 -0.1826 1.1817
P 0.9379 -1.8011 1.1071
C -0.5332 -2.5494 1.8887
C -1.1627 -1.8253 2.9185
C -2.3877 -2.2391 3.4474
C -2.9824 -3.4289 3.0192
C -2.3310 -4.1992 2.0468
C -1.1258 -3.7669 1.4816
C 0.9418 -2.4537 -0.5796
C 2.1298 -2.9179 -1.1770
C 2.0952 -3.5781 -2.4091
C 0.8853 -3.7422 -3.0888
C -0.2848 -3.1890 -2.5579
C -0.2549 -2.5363 -1.3205
C 2.4989 -2.2551 1.9190
C 3.2655 -1.3103 2.6260
C 4.4036 -1.7593 3.3301
C 4.8222 -3.0932 3.2498
C 4.0936 -3.9987 2.4721
C 2.9335 -3.5915 1.8164
H -0.6949 -0.9099 3.2830
H -2.8761 -1.6291 4.2099
H -3.9310 -3.7598 3.4534
H -2.7790 -5.1427 1.7289
H -0.6508 -4.3808 0.7114
H 3.0795 -2.7890 -0.6545
H 3.0170 -3.9887 -2.8224
H 0.8501 -4.3066 -4.0233
H -1.2356 -3.2930 -3.0851
H -1.1847 -2.1259 -0.9095
H 2.9877 -0.2312 2.6298
H 4.9951 -1.0707 3.9348
H 5.7249 -3.4242 3.7766
H 4.4054 -5.0394 2.3786
H 2.3463 -4.3092 1.2395

Atomic forces in eV per Å
P -1.00 1.17 -0.51
P -0.86 -1.16 -1.47
C 0.20 0.45 -0.12
C 0.02 0.13 -0.13
H -0.20 0.12 -0.02
H 0.07 0.07 -0.34
H 0.29 -0.32 -0.27
H -0.18 -0.14 0.07
C -0.04 0.75 -0.34
H 0.00 0.01 0.19
H -0.16 -0.14 0.02
H 0.24 -0.02 -0.03
C -0.61 0.71 -0.29
H 0.05 -0.15 0.16
H 0.10 -0.20 -0.28
H 0.24 0.22 0.14
C 0.20 0.49 -0.42
H 0.59 0.01 -0.38
H 0.51 -0.23 0.21
H 0.01 -0.09 0.30
C 0.85 1.47 -0.10
H 0.21 -0.40 0.04
H 0.19 -0.06 0.58
H -0.15 0.86 0.38
V 0.31 1.14 2.20
C -0.53 0.60 0.59
C -0.58 -0.69 -0.01
C 0.01 1.06 -0.55
C -0.27 0.80 -0.46
C 0.02 -0.38 0.18
C 0.67 -0.55 0.68
C -0.46 -0.55 0.25
C 1.51 0.15 -0.19
C 0.32 0.10 -0.25
H -1.02 0.67 0.00
H 0.59 -1.23 -0.22
H -0.11 -0.24 -0.18
H -0.07 0.30 0.26
H 0.21 0.39 0.39
H -0.29 -0.30 -0.22
H 0.08 0.26 -0.16
H 0.00 0.25 0.05
H 0.07 -0.15 0.08
H -0.20 -0.03 0.43
H -0.13 0.36 -0.21
H -0.13 -0.53 -0.24
H -0.07 0.49 0.38
H 0.40 -0.28 0.31
H -0.43 -0.32 0.20
N -1.64 -5.69 -1.17
P -0.08 3.55 0.16
C -0.49 -0.73 0.42
C 0.06 -0.01 -0.21
C 0.10 -0.18 0.04
C 0.41 0.10 -0.18
C -0.02 0.13 0.12
C 0.08 0.27 0.15
C 0.26 -0.69 -0.73
C -0.33 -0.06 -0.01
C -0.11 0.15 0.05
C -0.03 0.11 0.20
C 0.21 0.11 0.22
C 0.06 -0.25 0.19
C 0.37 -1.05 -0.14
C 0.31 -1.01 0.14
C -0.14 -0.03 -0.39
C -0.28 0.14 -0.19
C -0.09 -0.13 -0.06
C 0.16 0.43 0.67
H -0.15 -0.13 -0.19
H 0.19 -0.18 -0.21
H 0.36 0.12 -0.23
H 0.20 0.27 0.02
H -0.16 0.24 0.22
H -0.28 -0.14 -0.17
H -0.23 0.15 0.06
H 0.04 0.23 0.26
H 0.29 0.08 0.13
H 0.42 -0.20 -0.17
H 0.50 -1.04 0.47
H -0.25 -0.02 -0.23
H -0.42 0.17 -0.19
H 0.04 0.27 0.09
H 0.19 0.15 0.19

Entry 2:
C33H47AsBrMoN5O3SSi2 as an isolated structure, computed with ωB97M-V/def2-TZVPD.

charge	+2
2S+1	3
orbital gap (spin up / spin down)	0.2523 / 0.2726	Ha
strongest force on any atom	0.0604	hartree/bohr

Cartesian coordinates (Å):
Mo -0.0502 0.2676 0.2463
C 7.9421 2.7039 1.6954
C 6.7922 1.9616 1.1023
C 5.8440 2.6044 0.3108
C 4.7382 1.9198 -0.1625
C 4.5839 0.5863 0.1692
C 5.5366 -0.0937 0.9060
C 6.6480 0.5959 1.3523
S 3.0274 -0.1730 -0.1691
O 2.9893 -1.5708 0.1777
O 2.4971 0.1816 -1.4646
N 1.9498 0.6009 0.8114
C 1.6869 0.3113 2.0991
C 2.5231 -0.1403 3.1206
C 1.9644 -0.3694 4.3643
C 0.5966 -0.1571 4.5641
C -0.1756 0.2528 3.4972
N 0.3507 0.4635 2.2873
H 7.9760 3.7344 1.3552
H 8.8795 2.2152 1.4392
H 7.8569 2.7044 2.7826
H 5.9812 3.6456 0.0690
H 3.9935 2.3924 -0.7813
H 5.3897 -1.1460 1.1043
H 7.4191 0.0807 1.9047
H 3.5651 -0.3138 2.9134
H 2.5819 -0.7219 5.1753
H 0.1408 -0.3338 5.5244
H -1.2436 0.4183 3.5866
C 1.3687 4.8397 -2.7117
Si 1.0330 4.5434 -0.8548
C -0.2653 5.7625 -0.1407
C 2.5983 4.5329 0.2525
As -0.2029 2.3785 -0.7178
Si -1.8851 2.7264 -2.5163
C -2.6208 4.4914 -2.6765
C -0.9223 2.1706 -4.0706
C -3.2806 1.4660 -2.1555
H 1.9164 5.7629 -2.8728
H 0.4388 4.9101 -3.2692
H 1.9565 4.0336 -3.1440
H -0.0649 6.7790 -0.4628
H -0.2625 5.7634 0.9461
H -1.2672 5.4985 -0.4700
H 2.6427 5.4197 0.8790
H 3.5021 4.5307 -0.3480
H 2.6263 3.6618 0.9060
H -1.8796 5.2795 -2.7700
H -3.2757 4.7418 -1.8459
H -3.2290 4.5211 -3.5765
H 0.0620 2.6266 -4.1251
H -1.4625 2.4309 -4.9754
H -0.7886 1.0904 -4.0646
H -3.9084 1.7667 -1.3212
H -2.8685 0.4777 -1.9491
H -3.9285 1.3644 -3.0182
C -2.4088 3.8236 2.6867
C -3.5327 2.8856 3.1347
N -4.6801 2.9381 2.2571
C -5.5244 4.1285 2.3322
C -5.4283 4.9627 1.0594
C -5.1284 1.9372 1.4752
O -6.1907 1.9721 0.8866
C -4.2529 0.7305 1.2373
C -4.8654 -0.5121 1.0522
C -4.0653 -1.5700 0.6525
C -2.7216 -1.3604 0.4044
N -2.1252 -0.1539 0.5012
C -2.9164 0.8565 0.9194
H -1.5202 3.6621 3.2909
H -2.7128 4.8590 2.8052
H -2.1374 3.6664 1.6393
H -3.8553 3.1828 4.1389
H -3.1802 1.8546 3.1915
H -5.2074 4.7095 3.1977
H -6.5586 3.8049 2.4802
H -4.3930 5.2146 0.8355
H -5.9939 5.8805 1.1842
H -5.8526 4.4142 0.2235
H -5.9312 -0.6116 1.1884
H -4.4890 -2.5495 0.4996
H -2.1051 -2.1942 0.0855
H -2.4332 1.8244 0.9630
Br -0.1044 -1.1052 -2.0599
C 0.3582 -2.3816 -0.7339
C 0.6531 -3.6933 -1.0125
C 0.9218 -4.5239 0.0718
C 0.8782 -3.9777 1.3486
C 0.5652 -2.6423 1.5158
N 0.2907 -1.8327 0.4831
H 0.6684 -4.0497 -2.0306
H 1.1541 -5.5650 -0.0838
H 1.0819 -4.5834 2.2151
H 0.5147 -2.2076 2.5077

Atomic forces in eV per Å
Mo -0.19 -0.21 0.11
C 0.10 0.03 0.03
C -0.11 -0.16 -0.05
C -0.10 -0.19 -0.04
C 0.05 0.06 -0.07
C -0.56 -0.28 -0.01
C 0.03 -0.23 0.03
C -0.06 0.05 -0.06
S -0.41 0.03 -0.11
O 1.01 0.04 0.13
O 0.83 0.22 0.00
N 0.48 0.25 -0.94
C 0.24 -0.18 0.98
C -0.11 -0.02 0.16
C -0.03 0.11 -0.42
C -0.18 0.06 -0.20
C -0.31 -0.09 0.44
N 0.48 0.10 0.46
H 0.04 0.06 -0.03
H 0.11 0.03 0.01
H 0.05 0.03 0.03
H -0.02 0.18 -0.04
H -0.05 0.14 -0.06
H 0.09 -0.07 0.10
H 0.03 -0.09 0.11
H 0.17 0.02 0.04
H 0.07 -0.02 0.10
H -0.05 0.06 0.08
H 0.03 -0.08 0.05
C -0.20 -0.40 0.80
Si 0.08 0.48 0.27
C 0.38 -0.82 -0.29
C -0.64 -0.20 -0.50
As -0.33 2.79 -1.32
Si -0.49 -0.32 -0.37
C 0.54 -0.72 0.29
C -0.22 0.26 0.79
C 0.69 0.49 -0.07
H 0.10 0.22 0.15
H -0.15 0.02 -0.04
H 0.09 -0.13 0.00
H 0.15 0.17 -0.18
H 0.09 -0.12 0.15
H -0.13 0.04 -0.06
H -0.20 0.17 0.03
H 0.10 -0.04 -0.16
H -0.03 -0.06 0.02
H 0.16 0.03 -0.01
H -0.05 -0.06 0.18
H -0.09 -0.16 -0.21
H 0.11 0.06 -0.03
H -0.18 0.07 -0.12
H 0.00 -0.12 0.01
H -0.06 0.08 0.07
H 0.01 -0.03 0.01
H -0.11 0.09 -0.31
C -0.11 -0.21 0.06
C 0.39 0.09 0.05
N -0.15 -0.02 0.07
C -0.22 0.19 -0.29
C -0.11 -0.09 0.19
C 0.23 -0.07 0.11
O -0.26 -0.08 -0.15
C -0.13 -0.32 -0.28
C 0.51 0.33 0.01
C -0.06 0.11 0.00
C 0.14 -0.17 -0.18
N -1.55 -0.36 0.42
C 0.18 0.21 0.19
H 0.13 0.03 0.13
H 0.00 0.16 -0.05
H -0.04 0.05 0.01
H 0.04 -0.17 -0.07
H -0.04 0.09 0.12
H -0.01 -0.06 0.03
H 0.12 0.09 0.07
H 0.10 0.08 0.00
H -0.04 0.15 -0.04
H -0.01 -0.03 -0.09
H -0.09 -0.02 0.06
H 0.04 -0.12 0.01
H -0.07 0.16 0.03
H -0.11 -0.11 0.03
Br -0.17 -0.13 -0.39
C -0.19 -0.13 0.21
C 0.01 0.02 -0.02
C -0.07 0.52 0.07
C -0.01 -0.04 -0.15
C -0.06 0.02 0.24
N 0.26 -1.63 -0.29
H 0.02 -0.02 -0.06
H 0.04 -0.11 -0.01
H 0.02 -0.06 0.12
H 0.02 0.04 -0.08

| no. | total energy (eV) |
| --- | --- |
| 1 | -90000.1221 |
| 2 | -207893.2596 |